The following is a quantum chemistry calculation of a molecular structure, C27H35ClN4O4STeZr in a non-equilibrium geometry, from the Open Molecules 2025 dataset.

Results
* lowest unoccupied orbital energy: -5.3 eV
* energy relative to the best compared isomer or geometry (same formula, charge and spin): 27.17 kcal per mole
* charge: +2
* HOMO level: -12.28 eV
* orbital gap: 7.00 eV
* F_max: 0.020 Eh/bohr

Cartesian coordinates (Å):
Zr 0.195 0.111 -0.097
C -3.391 -0.452 4.057
N -3.126 -0.089 2.661
C -4.298 0.074 1.795
C -1.910 -0.048 2.167
O -1.699 0.209 0.949
C -0.731 -0.304 3.087
O 0.496 -0.012 2.427
C 1.475 -1.066 2.536
C 1.244 -2.049 1.350
O 0.110 -1.742 0.706
N 1.363 -3.365 1.683
C 0.777 -4.361 0.781
C 2.605 -3.745 2.345
H -4.412 -0.166 4.290
H -3.288 -1.527 4.205
H -2.730 0.082 4.736
H -4.822 -0.877 1.712
H -4.960 0.812 2.243
H -3.983 0.407 0.813
H -0.803 0.327 3.976
H -0.771 -1.348 3.408
H 2.454 -0.595 2.541
H 1.325 -1.613 3.466
H -0.246 -4.080 0.552
H 1.338 -4.458 -0.146
H 0.774 -5.316 1.301
H 2.683 -3.294 3.335
H 2.626 -4.823 2.466
H 3.477 -3.437 1.753
C 3.842 2.536 -0.306
C 2.539 2.421 0.411
O 1.933 1.323 0.525
N 2.000 3.500 0.951
C 0.749 3.438 1.697
C -0.472 3.526 0.813
C -1.306 4.625 0.933
C -2.423 4.738 0.118
C -2.669 3.733 -0.798
C -1.798 2.658 -0.847
N -0.713 2.539 -0.070
H 4.283 1.550 -0.424
H 4.530 3.192 0.226
H 3.659 2.961 -1.296
H 2.482 4.381 0.859
H 0.747 4.271 2.396
H 0.751 2.514 2.276
H -1.073 5.396 1.655
H -3.078 5.595 0.198
H -3.515 3.761 -1.469
H -1.988 1.853 -1.546
Te 2.998 -1.318 -0.381
C 3.086 -3.039 -1.540
C 2.599 -3.183 -2.812
C 2.956 -4.426 -3.397
C 3.722 -5.189 -2.570
S 4.032 -4.396 -1.089
H 2.003 -2.431 -3.311
H 2.662 -4.736 -4.389
H 4.130 -6.169 -2.758
Cl 1.221 1.355 -2.458
C -0.296 1.236 -3.383
C -0.586 2.211 -4.312
C -1.825 2.146 -4.937
C -2.710 1.129 -4.605
C -2.365 0.161 -3.671
C -1.126 0.179 -3.028
C -0.698 -0.780 -1.972
H 0.121 2.997 -4.534
H -2.092 2.888 -5.676
H -3.675 1.079 -5.091
H -3.061 -0.637 -3.443
H 0.156 -1.374 -2.328
H -1.501 -1.475 -1.716